[1]
{
  "formula": "C16H56N16O12",
  "method": "wB97M-V/def2-TZVPD",
  "symbols": ["N", "H", "H", "H", "H", "C", "N", "H", "H", "H", "H", "H", "H", "H", "O", "H", "H", "N", "N", "H", "H", "C", "O", "C", "H", "N", "H", "N", "H", "H", "H", "C", "H", "O", "H", "H", "H", "H", "C", "H", "O", "H", "H", "H", "C", "C", "C", "H", "H", "O", "H", "H", "H", "H", "H", "N", "N", "C", "O", "H", "H", "N", "H", "H", "N", "N", "N", "O", "O", "C", "O", "H", "H", "H", "C", "C", "H", "H", "H", "H", "N", "N", "C", "C", "O", "H", "C", "H", "H", "H", "H", "H", "N", "H", "O", "O", "H", "H", "C", "N"],
  "coordinates": [[4.0479, -5.2578, -4.4244], [8.5966, -2.4601, -1.0702], [6.8691, -2.6828, -1.3213], [1.3660, -6.1921, 2.7948], [-2.8034, 8.7427, -0.7706], [-5.3504, 5.2878, 3.6783], [-0.4900, -2.2023, -5.7335], [4.3834, -6.2645, -7.4152], [-4.5098, -0.0901, 3.8774], [-0.7051, 7.7892, -0.4269], [-3.0960, -1.9279, 4.3146], [3.4267, 3.5936, -2.5705], [-1.5871, 7.2191, -2.4634], [-4.6438, 5.8009, 4.3308], [3.2803, -4.6387, 0.9404], [-6.6711, 5.2788, 5.1966], [0.0529, 4.1533, 4.2934], [2.2812, -6.6222, 0.8407], [-1.1374, -4.2695, -5.2432], [3.8681, -4.4315, -3.8720], [3.8878, 2.2510, -4.1676], [-6.4359, 4.5685, 4.4039], [-9.2976, -1.3655, -2.3383], [6.3828, -0.7743, 4.6986], [-1.0790, 0.3750, -1.1868], [0.6842, -0.8579, -0.4029], [1.3853, -1.4551, 0.0117], [-7.1778, -0.5893, -2.4866], [7.2146, -2.0580, 3.3621], [4.3178, -6.1373, -4.0076], [-0.4092, 2.2059, 6.6311], [-0.1508, -0.3152, 0.4000], [4.6267, -0.0895, 4.1162], [6.3684, -0.4196, 5.8734], [-7.4895, 0.3494, -2.2823], [-3.6237, 8.0220, -2.2595], [5.5897, -0.9965, 2.9039], [-3.9631, 7.4231, -0.6514], [-8.1035, -1.4651, -2.6491], [-6.8311, -0.4997, 4.6268], [-0.1448, -0.5044, 1.6025], [9.5807, -0.5204, -3.2975], [0.6956, 2.0382, 4.1169], [-3.9704, 5.1415, 2.4500], [2.1572, 3.1706, -4.0760], [-0.8475, 2.8886, 5.9032], [-6.0451, -1.1072, 5.0756], [1.6638, -7.3449, 1.1821], [-7.2857, 4.3196, 3.7683], [3.6561, -4.1369, -6.3910], [0.3532, -2.6116, -6.1099], [-1.8695, -4.9651, -5.2305], [0.9768, 4.3637, 5.6956], [2.5587, -6.6823, -0.1286], [-1.4681, 3.6112, 6.4331], [-7.6065, -2.6178, -3.0867], [5.4257, -0.6393, 3.8343], [-1.3928, -2.9648, -5.2540], [0.9692, 3.1818, -4.4405], [-2.1937, 5.8399, -1.6900], [0.6184, -0.7164, -1.4008], [7.2705, -1.6002, 4.2606], [-6.3764, -2.1312, 5.2483], [-0.6688, -1.2083, -5.7211], [7.7330, -2.2011, -1.5255], [2.4725, 3.5967, -2.9016], [-0.9367, 0.5212, -0.1976], [-3.8589, -1.8834, 4.8957], [-4.6019, 4.5071, 2.7969], [0.3630, 3.6178, 5.1907], [-1.1004, 6.9164, -0.3677], [-5.8797, 6.0939, 3.1702], [-8.2632, -3.3724, -3.2263], [2.9154, 1.9727, -5.5317], [4.0410, -5.1615, -5.7862], [2.5117, -5.4578, 1.4361], [9.7972, -1.9589, -2.3372], [-1.5353, 1.1610, 0.3048], [-5.7763, -0.5955, 5.9996], [-6.6437, -2.6970, -3.3815], [3.1134, 2.5627, -4.7362], [1.8676, -5.3493, 2.5535], [-4.7966, -1.0870, 4.2119], [-2.0045, 6.8980, -1.5091], [-2.3183, -2.4844, -4.6639], [1.9078, -4.5493, 3.1686], [7.9250, -1.3519, -2.4823], [7.9414, -2.0566, 4.8620], [-6.1487, 3.6762, 4.9603], [-0.3120, -4.5321, -5.7628], [-1.4614, 2.3786, 5.1608], [4.7623, -6.9960, -5.8490], [4.4485, -6.2158, -6.4085], [1.6860, 3.9344, -2.3655], [7.1327, -0.8451, -3.1988], [1.1801, 2.6686, 4.6550], [-6.2115, -0.7017, -2.7579], [-5.1111, -1.4739, 3.2427], [-3.1820, 7.8549, -1.2771], [9.2138, -1.1910, -2.6373]],
  "atomic_forces_ev_per_a": [[0.02, -0.12, 0.28], [-0.90, -0.43, 0.53], [0.24, 0.32, -0.16], [-0.19, 0.75, 0.72], [-0.15, 0.22, -0.40], [-0.15, 0.76, 0.12], [4.02, 2.42, -2.56], [0.09, -0.03, 0.37], [0.62, 0.42, 0.96], [0.31, 0.08, 0.39], [0.38, -0.21, 0.15], [-0.46, 0.24, 0.24], [0.93, 0.18, 0.19], [-0.12, -0.10, 0.63], [-0.14, 0.40, 0.06], [-0.82, 0.01, -0.04], [-1.07, 0.73, 0.22], [-0.14, -2.57, -2.15], [1.18, -2.84, -0.83], [0.07, -0.36, -0.15], [0.10, -0.04, -0.43], [0.18, -0.29, 1.00], [0.78, 0.63, -0.38], [-0.76, -0.16, 4.16], [-0.26, 0.61, 0.23], [3.60, -2.89, -2.85], [-0.18, -0.09, -0.44], [2.54, 4.73, 0.79], [-0.19, 0.28, 0.19], [-0.09, 0.55, 0.30], [-0.22, -0.17, -0.09], [-0.46, 0.32, 3.63], [0.09, -0.07, -0.56], [-0.10, 0.94, -0.11], [0.23, -0.15, 0.08], [-0.11, 0.59, 0.14], [-0.78, 0.47, 0.18], [0.08, -0.02, 0.15], [-3.46, -2.55, 0.62], [-0.15, -0.21, -0.13], [0.07, -0.14, 1.42], [-0.22, -0.36, 0.07], [-0.18, 0.07, 0.01], [0.35, -0.36, -0.42], [-4.50, -1.46, -1.76], [1.33, 1.69, 0.07], [0.44, 1.09, 0.02], [0.09, 0.37, -0.10], [0.00, 0.20, 0.11], [0.35, -1.16, 0.97], [0.00, 0.70, -0.17], [-0.01, 0.51, 0.20], [-0.18, -0.48, 0.86], [0.02, -0.09, 0.35], [-0.14, -0.05, 0.02], [0.39, -2.47, -1.06], [-3.05, 1.58, -2.18], [-2.06, -0.83, 2.42], [0.59, 0.39, -0.43], [-0.69, 0.09, 0.31], [0.44, -0.20, 0.33], [5.03, -3.65, -1.91], [0.01, 0.16, 0.07], [0.35, -0.30, -0.01], [-1.04, -3.07, 3.74], [1.07, 1.78, 3.61], [-3.27, 2.89, -2.19], [0.55, 0.40, -0.62], [0.17, -0.32, -0.62], [-2.30, 0.24, -0.93], [-0.37, 0.18, -1.31], [0.07, 0.26, -0.50], [0.38, 0.15, -0.03], [-0.29, 0.37, 0.22], [-1.80, 4.59, 0.39], [2.12, 1.38, -1.90], [0.35, 0.62, -0.38], [0.05, -0.51, -0.08], [-0.23, -0.33, 0.35], [-0.40, -0.26, -0.02], [2.95, -1.43, -1.61], [-1.85, 0.13, 3.24], [-1.88, -0.38, -0.57], [0.07, 0.04, 0.58], [-3.18, 0.80, 0.97], [0.10, -0.29, -0.25], [-0.08, 0.23, -1.55], [-0.28, 0.62, 0.23], [0.36, -0.18, -0.30], [-0.23, -0.43, 0.02], [0.16, -0.10, 0.05], [0.02, -0.08, -0.71], [1.24, -3.38, -1.42], [0.54, 0.11, 0.19], [-3.11, 1.76, -1.61], [2.59, -1.98, -0.26], [-0.40, -0.09, 0.00], [0.29, -0.91, -0.25], [-0.08, -1.39, -0.04], [4.73, 0.94, -0.62]],
  "e_lumo_ev": -0.176,
  "de_lowest_ev": 7.401,
  "smiles": "NC(N)=O.NC(N)=O.NC(N)=O.NC(N)=O.NC(N)=O.NC(N)=O.NC(N)=O.NC(N)=O.CCO.CCO.CCO.CCO",
  "charge": 0,
  "gap_ev": 9.301
}

***

[2]
{
  "formula": "C24H42GdNP3S",
  "method": "wB97M-V/def2-TZVPD",
  "symbols": ["H", "H", "H", "H", "H", "H", "C", "H", "C", "C", "C", "C", "H", "C", "C", "H", "H", "C", "H", "H", "P", "C", "H", "C", "C", "C", "H", "H", "C", "C", "H", "H", "H", "H", "C", "H", "C", "C", "H", "H", "H", "H", "C", "C", "H", "S", "P", "H", "C", "P", "H", "H", "H", "H", "H", "C", "H", "H", "C", "H", "H", "N", "H", "C", "H", "H", "H", "H", "Gd", "H", "H", "C"],
  "coordinates": [[0.8635, 2.2167, 2.5207], [-2.4904, -1.9381, 1.1254], [2.3216, 3.6405, -0.7736], [2.9257, 0.5183, -2.1097], [-1.0888, 4.0654, -1.7021], [1.6358, -1.3001, -3.9839], [-1.8867, 3.9606, -4.6614], [3.8816, 3.1437, -0.0428], [3.1549, -2.2583, 4.4346], [-3.8795, 2.8491, -2.8225], [1.9927, -2.6988, 6.5094], [2.3016, -0.3784, -2.1322], [-2.6295, 2.0130, 0.5329], [-0.7688, -4.0003, -2.0485], [-2.0243, 1.7249, 1.4009], [3.2812, 2.3389, -1.5196], [-1.8779, 1.4368, -3.8748], [-0.8829, -0.4134, 2.8383], [4.0244, -1.8957, 3.8799], [1.6775, 0.4706, -3.9789], [-1.1969, 0.1233, 1.1039], [2.0338, -2.7420, 3.7234], [3.1865, 0.5535, 2.4800], [0.9238, -3.2767, 5.8125], [0.9504, -3.3246, 4.4198], [-2.6027, -0.9599, 0.6378], [0.8735, -2.6374, -2.4234], [2.9553, -1.2690, -2.0603], [3.5217, 0.8995, 1.4914], [3.1196, -2.2213, 5.8275], [-3.5494, -0.4956, 0.9517], [-1.5841, 0.0916, 3.5171], [-1.6592, 3.4334, -5.5949], [-3.9578, -3.6112, -3.1885], [-2.4077, -2.1290, -3.3362], [4.2611, 1.7034, 1.6085], [-2.9219, -3.3638, -2.9489], [1.4350, -0.4125, -3.3649], [2.2008, 3.3523, 2.1675], [-2.7842, 4.5786, -4.7998], [3.9908, 0.0484, 0.9749], [0.1328, -3.7817, 3.8558], [-1.0445, 3.0098, -2.0121], [-1.0515, -1.8167, -3.0982], [-1.0347, 4.5984, -4.3881], [-0.4917, -0.2100, -3.5939], [2.1152, 1.5800, 0.5140], [-3.9287, 3.2156, -1.7871], [-0.2214, -2.7750, -2.4676], [-2.1783, 2.7415, -3.3792], [-1.3111, 2.3645, -1.1619], [0.0580, -3.6748, 6.3458], [-2.5268, -5.2631, -2.0026], [-2.6132, -1.1116, -0.4526], [-0.0126, 2.7680, -2.3113], [-2.1094, -4.2988, -2.2933], [3.9659, -1.8013, 6.3754], [-3.0305, -1.3896, -3.8470], [1.3930, 2.7532, 1.7237], [-4.3411, 1.8548, -2.8766], [0.6917, 3.4260, 1.2121], [1.7499, -2.1411, 1.2316], [0.1444, -0.1598, 3.1355], [2.9832, 2.7883, -0.5652], [1.9509, -2.6278, 7.5971], [-1.2838, 2.5112, 1.5918], [-0.1307, -4.7301, -1.5451], [-1.0056, -1.5013, 2.9224], [0.9930, -0.8354, -0.4607], [-4.4308, 3.5354, -3.4787], [-2.6778, 1.6362, 2.2808], [1.9260, -2.5012, 2.3443]],
  "atomic_forces_ev_per_a": [[0.13, 0.18, -0.12], [-0.12, 0.24, -0.19], [0.19, -0.22, 0.06], [-0.15, -0.32, 0.04], [-0.04, -0.31, -0.08], [-0.12, 0.38, 0.16], [0.22, 0.13, -0.26], [-0.28, 0.02, -0.19], [-0.02, 0.25, 0.02], [-0.36, -0.22, 0.18], [0.02, -0.01, -0.15], [1.15, 0.26, -1.01], [0.07, -0.05, 0.22], [-0.11, 0.04, 0.00], [0.03, 0.32, -0.04], [0.05, 0.24, 0.25], [-0.57, 1.05, 0.19], [0.33, 0.03, 0.04], [-0.28, -0.04, 0.27], [0.12, -0.46, 0.10], [-0.98, 0.15, 0.77], [0.16, -0.37, 1.01], [0.04, 0.14, -0.27], [0.08, -0.02, -0.36], [-0.19, 0.19, 0.05], [-0.10, -0.04, -0.20], [-0.50, -0.15, -0.08], [-0.14, 0.21, -0.24], [0.03, -0.21, -0.09], [-0.04, -0.07, -0.30], [0.23, -0.30, -0.07], [0.19, -0.25, -0.14], [-0.05, 0.25, 0.09], [0.31, 0.08, 0.14], [0.56, 0.20, 0.19], [-0.11, -0.33, 0.12], [0.17, -0.02, -0.06], [-0.30, 0.51, -2.26], [-0.25, -0.12, -0.09], [0.32, -0.15, 0.01], [0.00, 0.28, 0.13], [0.21, 0.20, 0.26], [0.30, -0.06, 0.33], [-0.46, -0.80, 0.30], [-0.26, -0.15, -0.15], [2.13, -1.19, 1.50], [0.60, 1.07, 0.72], [0.00, -0.07, -0.33], [-0.26, 0.31, -0.08], [0.01, 0.09, -0.24], [0.04, 0.21, -0.29], [0.37, 0.08, -0.15], [0.18, 0.28, -0.05], [-0.15, -0.01, 0.28], [-0.33, 0.13, -0.04], [0.05, 0.21, -0.01], [-0.29, -0.22, -0.17], [0.09, -0.35, 0.12], [-0.07, -0.08, 0.06], [0.00, 0.28, 0.07], [0.19, -0.14, 0.17], [1.08, -1.69, 3.29], [-0.27, -0.05, 0.07], [-0.06, -0.13, -0.31], [0.03, -0.06, -0.31], [-0.28, -0.17, -0.03], [-0.17, 0.17, -0.27], [0.04, 0.30, 0.01], [-2.14, -0.47, 0.02], [0.10, -0.23, 0.22], [0.11, 0.05, -0.33], [-0.48, 0.98, -2.49]],
  "e_lumo_ev": [-8.240, -9.286],
  "s_squared": 16.0841,
  "spin_multiplicity": 8,
  "charge": 3,
  "gap_ev": [8.113, 7.030]
}

***

[3]
{
  "formula": "C3H7NO3",
  "method": "wB97M-V/def2-TZVPD",
  "symbols": ["C", "C", "H", "O", "H", "O", "H", "H", "O", "N", "H", "C", "H", "H"],
  "coordinates": [[-1.2521, -0.5144, -0.4491], [-1.2413, 1.0121, -0.7474], [-2.2762, 1.2510, -1.2251], [-1.1486, 1.8546, 0.3828], [-1.9980, -0.9780, 0.2727], [1.1742, -1.9345, 1.1590], [2.0742, -2.3772, 1.1564], [-1.0043, -1.0194, -1.3510], [-0.2110, 1.2440, -1.7061], [2.0348, 0.0511, 0.0766], [3.0477, -0.2499, 0.1994], [1.1820, -0.8038, 0.4909], [-0.3179, 2.0727, 0.7009], [0.4471, 0.5538, -1.5233]],
  "atomic_forces_ev_per_a": [[0.68, 1.29, 1.80], [-0.32, -0.53, -0.15], [1.71, -0.17, 0.69], [-3.57, -0.78, -1.21], [1.28, 0.74, -0.95], [1.23, -0.95, -0.11], [-0.98, 0.69, 0.11], [-0.06, -0.88, -0.43], [-0.89, -0.27, 0.68], [-0.26, -2.35, 0.60], [-1.26, 0.43, 0.11], [-0.69, 2.24, -1.46], [2.89, 0.05, 0.34], [0.23, 0.47, -0.02]],
  "e_lumo_ev": [-0.750, -0.233],
  "de_lowest_ev": 5.873,
  "charge": 0,
  "gap_ev": [8.250, 8.963]
}

***

[4]
{
  "formula": "F2Mg3",
  "method": "wB97M-V/def2-TZVPD",
  "symbols": ["Mg", "Mg", "Mg", "F", "F"],
  "coordinates": [[0.9295, 0.1822, -1.5397], [0.9226, -2.4160, 0.7726], [-0.6822, 1.3775, 1.1582], [0.2513, -0.4800, 0.2294], [-1.4212, 1.3363, -0.6205]],
  "atomic_forces_ev_per_a": [[-1.74, 1.71, -1.31], [-0.49, -0.87, 0.92], [-2.42, 1.28, -0.98], [1.86, -1.52, -0.10], [2.79, -0.59, 1.47]],
  "e_lumo_ev": -21.325,
  "de_lowest_ev": 2.069,
  "charge": 4,
  "gap_ev": 7.477
}

***

[5]
{
  "formula": "C6H16",
  "method": "wB97M-V/def2-TZVPD",
  "symbols": ["H", "H", "H", "H", "H", "H", "H", "H", "C", "H", "H", "H", "H", "C", "H", "H", "H", "C", "C", "C", "H", "C"],
  "coordinates": [[-0.1452, 1.8685, 0.2235], [2.2129, 1.9435, -2.3567], [-1.8856, -2.0207, 2.1721], [-1.6918, 0.0728, 1.4461], [0.1539, 3.1661, -0.8734], [0.0135, 1.9621, -2.8422], [-1.0998, -2.7988, 0.8035], [2.1016, 1.0214, -0.8994], [-1.0073, -2.0012, 1.5354], [-1.6158, -0.6465, -0.1392], [0.5982, -1.3945, 2.9680], [-0.1363, -0.2210, 0.5848], [-0.4373, 0.4580, -2.1412], [1.7353, 1.0734, -1.9322], [1.2049, -2.3682, 1.6638], [1.9820, 0.1108, -2.3131], [0.2641, -3.0978, 2.8408], [-0.2977, 2.1727, -0.8086], [0.2230, 1.3114, -1.9906], [0.3087, -2.1678, 2.2513], [-1.3630, 2.1792, -1.0285], [-1.1183, -0.6235, 0.8359]],
  "atomic_forces_ev_per_a": [[0.15, -0.59, -0.18], [0.54, -0.21, -0.53], [0.16, -0.58, 0.49], [0.30, 0.19, 0.08], [-0.33, 0.10, -0.13], [0.04, -0.21, -0.27], [-0.13, -0.13, -0.07], [-0.29, 0.11, 0.07], [0.02, 1.30, -1.07], [-0.23, -0.29, 0.17], [-0.39, 0.22, -0.17], [0.03, 0.08, 0.36], [0.45, -0.40, 0.24], [-0.87, 0.09, 1.28], [-0.28, 0.41, -0.74], [0.60, -0.43, -1.03], [-0.12, 0.21, 0.14], [-0.11, -0.09, -0.88], [0.11, 1.09, 0.82], [0.48, -1.30, 1.48], [-0.27, 0.72, 0.56], [0.13, -0.30, -0.61]],
  "e_lumo_ev": 1.117,
  "de_lowest_ev": 0.820,
  "smiles": "CCC.CCC",
  "charge": 0,
  "gap_ev": 12.243
}